Entry 1:
The following is a quantum chemistry calculation of a molecular structure, C35H33CuFN3O4Si, from OMol25.

Output
E_HOMO, eV: -6.4
Gap between HOMO and LUMO, eV: 4.76
Multiplicity: 1
Lowest unoccupied orbital energy, eV: -1.6
Calculated total energy, Ha: -3848.602226
Maximum force, hartree/bohr: 0.010

```
78
Properties=species:S:1:pos:R:3:forces:R:3:mulliken_charge:R:1
Cu -3.901 1.724 -0.552 -0.4 -0.1 -0.3 -0.028
F 2.217 1.909 1.659 0.0 0.0 0.0 -0.461
C 1.770 1.874 0.378 0.0 0.1 0.0 0.681
C 0.519 2.346 0.102 0.1 -0.1 -0.2 -0.933
C 0.044 2.327 -1.207 0.1 0.0 0.1 0.259
C -1.362 2.707 -1.428 -0.2 0.0 0.3 1.225
O -2.046 3.052 -0.464 0.2 0.2 -0.1 -0.876
C -1.825 2.589 -2.787 -0.1 0.1 -0.1 0.211
C -0.948 2.212 -3.742 -0.2 0.0 0.0 -0.635
N 0.345 1.809 -3.525 0.1 0.1 0.1 0.456
C 1.165 1.401 -4.628 0.0 -0.1 -0.1 -0.253
C 1.578 -0.044 -4.729 0.0 0.0 0.0 -0.241
C 0.565 0.520 -5.681 0.0 0.0 0.1 -1.029
C 0.860 1.856 -2.241 0.0 0.0 0.0 -0.137
C 2.134 1.368 -1.933 -0.1 0.0 0.1 -0.328
C 2.583 1.339 -0.622 0.0 -0.2 -0.1 -1.231
N 3.799 0.651 -0.347 0.0 0.3 0.0 0.544
C 4.120 0.220 1.002 -0.1 -0.1 0.1 -0.665
C 5.290 -0.770 0.900 0.0 0.0 0.0 -0.738
N 5.250 -1.361 -0.477 0.0 -0.1 -0.1 -0.055
C 5.644 -0.332 -1.510 0.0 0.0 0.0 -0.773
C 4.995 0.994 -1.089 0.0 0.0 0.0 -0.809
C -3.282 2.807 -3.223 0.1 -0.2 0.1 0.339
O -3.454 3.271 -4.345 0.0 0.0 -0.1 -0.711
O -4.169 2.400 -2.410 0.2 0.0 0.5 -0.556
H -0.133 2.707 0.885 0.0 0.1 0.0 0.599
H -1.282 2.187 -4.770 0.0 0.0 0.0 0.724
H 1.881 2.148 -4.958 0.0 0.0 0.0 0.340
H 1.206 -0.704 -3.957 0.0 0.0 0.0 0.026
H 2.570 -0.264 -5.100 0.0 0.0 0.0 0.307
H -0.461 0.213 -5.543 0.0 0.0 0.0 0.339
H 0.857 0.702 -6.704 0.0 0.0 0.0 0.264
H 2.731 0.912 -2.708 0.0 0.0 0.0 0.745
H 3.247 -0.274 1.425 0.0 0.1 0.0 0.408
H 4.409 1.032 1.678 0.0 0.0 0.0 0.448
H 5.217 -1.574 1.629 0.0 0.0 0.0 0.396
H 6.264 -0.293 0.995 0.0 0.0 0.0 0.343
H 4.277 -1.620 -0.671 0.0 0.0 0.0 0.227
H 5.830 -2.195 -0.549 0.0 0.0 0.0 0.368
H 5.257 -0.692 -2.462 0.0 0.0 0.0 0.428
H 6.732 -0.299 -1.545 0.0 0.0 0.0 0.383
H 4.750 1.577 -1.972 0.0 0.0 0.0 0.515
H 5.688 1.596 -0.486 0.0 0.0 0.0 0.357
O -3.970 0.760 1.071 0.0 0.1 -0.2 -0.943
Si -3.044 -0.308 1.768 0.2 -0.2 -0.1 0.481
C -2.308 0.227 3.425 0.0 0.1 -0.1 0.037
C -1.438 1.321 3.451 0.0 0.1 0.0 0.193
C -0.881 1.778 4.635 0.0 0.0 0.0 -0.619
C -1.187 1.144 5.833 0.0 0.0 0.0 -0.427
C -2.051 0.061 5.832 0.0 0.0 0.1 -0.696
C -2.604 -0.388 4.638 0.0 -0.1 0.0 -0.283
C -3.945 -1.947 2.046 0.0 0.1 0.0 -0.026
C -5.307 -2.022 1.756 0.0 0.1 0.0 -0.530
C -6.014 -3.204 1.932 -0.1 0.0 0.0 -0.506
C -5.368 -4.337 2.402 0.0 0.0 0.0 -0.363
C -4.011 -4.284 2.693 0.0 0.0 0.0 -0.711
C -3.313 -3.100 2.513 0.1 0.0 0.0 0.081
C -1.517 -0.772 0.694 -0.1 0.0 0.1 0.383
C -0.272 -1.120 1.220 0.0 0.0 0.1 -0.063
C 0.769 -1.557 0.407 -0.1 0.0 -0.1 -0.449
C 0.582 -1.653 -0.965 0.1 0.0 0.0 -0.533
C -0.643 -1.300 -1.516 0.1 0.0 0.0 -1.017
C -1.669 -0.863 -0.692 -0.1 0.0 0.0 -0.320
H -1.201 1.834 2.524 -0.1 0.0 0.0 0.390
H -0.216 2.633 4.628 0.0 0.0 0.0 0.423
H -0.758 1.499 6.762 0.0 0.0 0.0 0.361
H -2.302 -0.434 6.762 0.0 0.0 0.0 0.394
H -3.280 -1.235 4.656 0.0 0.0 0.0 0.386
H -5.806 -1.136 1.382 0.0 0.0 0.0 0.395
H -7.072 -3.242 1.700 0.0 0.0 0.0 0.379
H -5.918 -5.260 2.540 0.0 0.0 0.0 0.370
H -3.500 -5.167 3.058 0.0 0.0 0.0 0.371
H -2.251 -3.075 2.741 0.0 0.0 0.0 0.347
H -0.111 -1.061 2.292 0.0 0.0 0.0 0.495
H 1.718 -1.839 0.855 0.0 -0.1 0.0 0.549
H 1.383 -2.013 -1.608 0.0 0.0 0.0 0.256
H -0.802 -1.373 -2.586 0.0 0.0 0.0 0.456
H -2.624 -0.595 -1.135 0.0 0.0 0.0 0.264
```
Positions in Å, forces in eV/Å.

=====

Entry 2:
The following is a quantum chemistry calculation of a molecular structure, C5H7N2 in a non-equilibrium geometry, from OMol25.

Output
E_HOMO (alpha / beta), eV: -14.5 / -14.3
Gap between HOMO and LUMO (alpha / beta), eV: 7.79 / 7.21
Multiplicity: 1
Lowest unoccupied orbital energy (alpha / beta), eV: -6.7 / -7.1
Calculated total energy, Ha: -303.803343
Net charge: +1
Maximum force, hartree/bohr: 0.027

```
14
Properties=species:S:1:pos:R:3:forces:R:3:mulliken_charge:R:1
C 2.546 0.065 0.001 -0.2 -0.5 0.0 -0.222
C 1.552 -1.054 0.020 0.0 0.0 0.0 -0.027
C -1.525 -1.143 -0.029 0.5 0.4 0.0 -1.066
C -0.750 -0.032 -0.014 -1.3 -0.4 -0.1 1.249
C -1.268 1.361 0.004 -0.1 0.4 0.2 -1.250
N 1.634 0.961 -0.025 0.1 1.0 0.0 -0.577
N 0.606 -0.153 -0.002 0.9 -0.8 0.0 0.463
H 3.614 0.166 0.006 0.2 0.2 0.0 0.404
H 1.516 -2.130 0.039 -0.1 -0.2 0.0 0.388
H -1.122 -2.142 -0.037 0.1 -0.1 0.0 0.252
H -2.599 -1.052 -0.035 -0.1 0.1 0.0 0.305
H -1.407 1.690 1.035 0.0 0.0 0.0 0.297
H -2.230 1.420 -0.495 0.0 0.0 0.0 0.401
H -0.567 2.045 -0.467 -0.1 0.0 -0.1 0.382
```
Positions in Å, forces in eV/Å.

=====

Entry 3:
The following is a quantum chemistry calculation of 6 unconnected molecules or ions with the total composition C28H33N5O in a non-equilibrium geometry, from OMol25.

Output
SMILES string: c1ccncc1.c1ccncc1.c1ccncc1.c1ccncc1.c1ccncc1.CC(C)O
E_HOMO, eV: -9.3
Gap between HOMO and LUMO, eV: 9.82
Multiplicity: 1
Lowest unoccupied orbital energy, eV: 0.6
Calculated total energy, Ha: -1435.681841
Maximum force, hartree/bohr: 0.056

```
67
Properties=species:S:1:pos:R:3:forces:R:3:mulliken_charge:R:1
C -0.544 -4.252 -2.489 0.8 0.5 -0.7 -0.526
C 0.424 -4.249 -3.529 -1.0 -0.6 1.9 -0.420
C 1.208 -3.156 -3.622 0.3 2.9 0.0 -0.312
N 1.000 -1.955 -2.964 0.3 -2.5 0.0 -0.464
C 0.062 -2.001 -2.000 1.3 1.4 -1.3 -0.327
C -0.747 -3.071 -1.745 0.0 -2.4 -0.1 -0.388
H -0.958 -5.225 -2.271 -0.7 0.2 0.2 0.368
H 0.725 -5.120 -4.093 -0.4 -0.2 0.1 0.395
H 2.076 -3.244 -4.259 0.1 0.6 -0.2 0.424
H 0.043 -1.087 -1.424 -0.5 0.2 0.2 0.818
H -1.401 -3.060 -0.885 -0.2 0.0 0.0 0.424
C -5.979 -0.172 0.560 1.9 0.4 0.4 -0.204
C -4.978 -1.204 0.619 -1.7 2.0 0.0 -0.909
C -3.660 -0.801 0.558 0.6 1.2 -0.4 -0.130
N -3.238 0.495 0.436 -1.3 0.0 0.5 -0.195
C -4.183 1.463 0.460 -0.3 -1.6 0.1 -0.089
C -5.544 1.179 0.507 -0.1 -1.4 0.0 -0.628
H -7.024 -0.409 0.692 -0.1 -0.1 -0.2 0.375
H -5.316 -2.219 0.769 0.4 -0.1 -0.1 0.399
H -2.855 -1.520 0.602 0.1 -0.1 0.0 0.486
H -3.950 2.517 0.507 0.8 0.0 -0.3 0.373
H -6.200 2.037 0.527 -0.4 -0.2 0.0 0.354
C 4.222 -1.866 -0.322 0.9 -0.3 -1.3 0.208
C 3.725 -3.136 -0.611 0.0 1.3 0.1 -0.051
C 4.121 -3.767 -1.788 0.8 0.7 -0.4 -0.450
N 4.990 -3.231 -2.704 -1.0 0.4 1.5 -0.616
C 5.458 -1.989 -2.410 -1.0 -1.2 0.2 -0.188
C 5.152 -1.327 -1.227 -0.9 0.3 0.3 -0.601
H 3.858 -1.261 0.495 0.0 -0.1 0.2 0.423
H 2.933 -3.467 0.045 0.0 -0.7 -0.3 0.160
H 3.658 -4.718 -2.007 0.3 -0.2 -0.3 0.432
H 5.965 -1.471 -3.211 0.4 -0.1 0.0 0.369
H 5.470 -0.305 -1.080 0.3 0.0 0.0 0.336
C -0.165 6.924 -0.298 -0.9 -1.7 -0.1 -0.446
C 0.403 5.606 -0.413 -1.3 1.3 -0.9 -0.256
C -0.232 4.644 -1.269 1.7 1.2 0.8 -0.130
N -1.311 4.900 -1.979 -0.8 1.4 0.6 -0.550
C -1.881 6.101 -1.739 -0.2 0.5 0.2 -0.186
C -1.412 7.150 -0.900 0.6 -2.3 -1.0 -0.355
H 0.207 7.722 0.326 0.6 -0.2 0.1 0.357
H 1.334 5.410 0.099 0.0 -0.3 -0.1 0.403
H 0.218 3.683 -1.470 0.1 -0.2 0.4 0.397
H -2.808 6.258 -2.271 -0.2 0.1 -0.1 0.375
H -2.023 8.032 -0.773 0.2 0.1 0.0 0.391
C 1.609 -1.583 3.414 0.9 0.1 -0.3 0.019
C 1.339 -2.581 2.497 -1.5 -0.4 0.4 -0.240
C 0.009 -3.078 2.512 -0.2 0.9 -0.7 -0.256
N -0.992 -2.617 3.281 1.8 0.2 0.4 -0.599
C -0.596 -1.730 4.219 -1.2 -0.4 0.0 -0.233
C 0.666 -1.194 4.333 -0.3 -0.2 0.1 -0.546
H 2.539 -1.037 3.461 0.4 -0.4 -0.2 0.393
H 2.058 -2.988 1.802 0.0 0.2 0.0 0.157
H -0.376 -3.729 1.741 0.5 -0.5 -0.1 0.457
H -1.406 -1.460 4.881 0.1 0.3 0.3 0.410
H 0.963 -0.519 5.122 -0.4 0.2 0.0 0.407
C 1.509 1.175 0.478 1.0 -0.4 0.2 -1.280
C 0.055 1.081 0.766 -1.0 0.9 0.2 1.297
C -0.293 2.123 1.883 -0.5 -1.1 -0.8 -1.507
O -0.644 1.282 -0.472 0.9 0.5 0.3 -0.515
H 2.063 1.094 1.413 0.1 0.0 0.2 0.385
H 1.781 2.141 0.052 -0.1 0.0 -0.2 0.264
H 1.872 0.366 -0.156 -0.1 0.1 -0.3 0.218
H -0.235 0.092 1.122 0.2 -0.3 0.3 -0.107
H 0.211 1.827 2.803 0.3 0.2 0.0 0.398
H -1.356 2.059 2.113 -0.1 0.2 -0.1 0.357
H -0.036 3.131 1.556 0.1 0.0 0.1 0.239
H -1.583 1.306 -0.272 -0.4 -0.4 0.2 0.437
```
Positions in Å, forces in eV/Å.

=====

Entry 4:
The following is a quantum chemistry calculation of 2 unconnected molecules or ions with the total composition C11H14N3 in a non-equilibrium geometry, from OMol25.

Output
E_HOMO, eV: -12.8
Gap between HOMO and LUMO, eV: 7.34
Multiplicity: 1
Lowest unoccupied orbital energy, eV: -5.4
Calculated total energy, Ha: -591.487989
Net charge: +1
Maximum force, hartree/bohr: 0.102

```
28
Properties=species:S:1:pos:R:3:forces:R:3:mulliken_charge:R:1
C -1.907 2.673 0.632 3.4 -3.9 1.1 -0.334
C -2.124 2.065 1.882 0.0 1.7 0.0 -0.486
C 3.089 -2.030 -0.862 1.2 -0.2 -0.1 -0.522
C 2.862 -2.046 0.573 -1.0 0.4 -0.7 -0.469
C -0.828 2.269 -0.212 -1.6 -0.8 2.3 -1.038
C -1.129 1.176 2.317 0.4 0.7 -1.0 -0.332
C 2.456 -0.947 -1.358 1.4 -1.1 -1.6 -0.429
C 2.053 -1.016 0.836 0.0 0.1 2.0 -0.256
C 0.000 1.244 0.270 -1.9 0.9 1.8 0.984
C -1.599 -1.672 -0.725 -2.1 -1.0 1.0 -0.761
C 0.923 0.639 -0.596 1.0 1.3 -2.4 -0.008
N -0.145 0.759 1.513 -0.1 0.1 0.8 -0.309
N 1.814 -0.302 -0.321 -1.8 1.4 -1.1 0.303
N -1.334 -0.423 -1.434 -0.7 0.0 -1.9 -0.387
H -2.506 3.361 0.261 -3.0 3.2 -1.4 0.576
H -2.938 2.479 2.568 1.2 -1.0 -1.1 0.346
H 3.830 -2.699 -1.322 -0.9 0.4 -0.2 0.438
H 3.103 -2.785 1.294 0.6 -0.4 0.3 0.461
H -0.890 2.555 -1.225 0.6 0.6 -1.0 0.398
H -1.048 0.940 3.361 -0.2 -0.7 0.2 0.476
H 2.395 -0.542 -2.357 0.1 -0.1 0.1 0.360
H 1.685 -0.622 1.756 -0.2 -0.1 0.2 0.433
H -2.619 -2.173 -0.996 1.6 1.0 0.2 0.311
H -0.838 -2.448 -1.030 -0.5 1.0 1.0 0.271
H -1.753 -1.419 0.385 1.0 -0.8 -1.5 0.247
H 0.949 1.276 -1.597 0.4 -2.3 1.8 0.245
H -1.517 -0.666 -2.446 0.4 0.9 1.3 0.274
H -1.983 0.355 -1.165 0.6 -1.3 -0.4 0.208
```
Positions in Å, forces in eV/Å.